Below is a structure of composition C30H18HfN8O2S, with properties calculated with wB97M-V/def2-TZVPD.

Properties
total charge: +2
2S+1: 1
energy: -59551.5293 eV
Kohn-Sham gap: 5.9 eV
F_max: 0.9 eV Å⁻¹

```
60
Properties=species:S:1:pos:R:3:forces:R:3
Hf -0.168 0.515 -1.100 0.27 -0.85 -0.25
S 1.617 -4.957 3.997 0.01 0.03 -0.02
O -3.843 2.000 0.010 0.04 -0.08 -0.06
O 1.923 3.871 0.032 0.02 -0.09 -0.06
N 2.293 0.505 -0.932 -0.04 0.13 -0.02
N 1.128 -3.441 4.205 -0.04 0.05 0.14
N 0.534 2.470 -1.174 -0.16 0.12 0.10
N -2.153 -0.940 -0.934 -0.04 0.12 -0.02
N -1.885 1.683 -1.178 0.06 0.18 0.10
N -0.018 0.055 1.047 0.00 -0.01 0.12
N 1.635 -5.018 2.393 0.02 -0.13 -0.06
N 0.553 -1.702 -0.976 0.02 -0.09 0.06
C 1.686 2.814 -0.499 0.28 0.10 0.09
C 1.117 -3.443 0.576 -0.05 0.19 -0.26
C 0.954 -2.921 3.002 0.11 -0.31 -0.19
C -3.167 -0.210 -0.445 -0.13 0.19 0.12
C -0.408 3.507 -1.454 -0.25 0.15 0.02
C 1.244 -3.845 -1.781 0.01 -0.04 0.03
C 1.395 -4.305 -0.491 -0.03 0.09 -0.03
C -1.732 3.077 -1.458 0.11 0.27 0.03
C 0.391 -1.198 1.377 0.01 -0.03 0.37
C -4.318 -0.746 0.102 0.04 -0.05 -0.11
C -3.466 -2.892 -0.473 -0.02 0.02 0.00
C -0.197 0.621 3.358 -0.01 0.02 0.03
C -0.303 0.937 2.009 -0.02 0.07 0.01
C -1.123 5.702 -2.050 0.03 0.03 0.00
C 3.928 1.933 0.112 0.00 -0.07 -0.12
C -2.442 5.274 -2.053 -0.04 0.01 0.00
C -2.762 3.958 -1.757 0.07 -0.07 -0.06
C 1.246 -3.832 1.956 -0.03 0.15 0.36
C 4.864 0.913 0.098 -0.04 -0.04 -0.02
C 2.683 1.691 -0.438 -0.01 0.23 0.13
C -0.092 4.826 -1.749 -0.01 -0.10 -0.05
C 0.694 -2.134 0.297 0.09 -0.30 -0.06
C -3.024 1.285 -0.511 -0.28 -0.08 0.09
C 0.517 -1.577 2.718 -0.08 0.24 -0.21
C 4.503 -0.302 -0.470 0.00 0.03 0.00
C -4.474 -2.121 0.090 0.05 -0.01 -0.03
C 0.821 -2.535 -1.980 -0.02 0.06 -0.02
C -2.330 -2.272 -0.955 0.06 -0.08 -0.02
C 0.216 -0.643 3.717 -0.01 0.02 -0.07
C 3.220 -0.468 -0.954 -0.01 -0.10 -0.02
H -0.438 1.367 4.100 0.00 0.01 -0.01
H 5.206 -1.119 -0.539 -0.01 -0.01 -0.01
H 0.696 -2.148 -2.986 0.00 -0.01 -0.01
H 0.313 -0.934 4.755 0.00 0.00 0.01
H -5.064 -0.072 0.497 0.01 0.01 -0.01
H 1.721 -5.316 -0.282 0.00 -0.01 0.00
H -1.544 -2.873 -1.387 0.00 0.01 0.01
H -0.891 6.733 -2.281 0.01 0.00 0.00
H -5.365 -2.583 0.495 -0.01 0.00 -0.01
H 4.134 2.916 0.511 -0.01 0.00 -0.01
H 5.855 1.063 0.504 0.01 0.00 -0.01
H 0.932 5.164 -1.748 0.01 0.01 0.01
H -3.554 -3.967 -0.541 0.01 0.00 -0.01
H -3.789 3.630 -1.761 -0.01 0.01 0.01
H 2.938 -1.415 -1.390 -0.01 0.01 0.01
H 1.448 -4.478 -2.633 0.00 0.00 -0.01
H -3.234 5.971 -2.288 -0.01 0.00 0.00
H -0.625 1.921 1.687 0.00 -0.01 -0.01
```
Positions in Å, forces in eV/Å.

***

Below is a structure of composition C30H18N7O7Rh, with properties calculated with wB97M-V/def2-TZVPD.

Properties
total charge: 0
2S+1: 1
energy: -59169.2420 eV
Kohn-Sham gap: 7.0 eV
F_max: 0.2 eV Å⁻¹

```
63
Properties=species:S:1:pos:R:3:forces:R:3
Rh 1.355 -0.517 -0.313 -0.03 0.20 -0.04
O -0.730 -4.064 6.203 -0.04 0.05 0.00
O 1.042 -2.912 6.615 -0.04 0.05 0.00
O 3.369 -0.609 3.195 0.07 -0.10 -0.03
O -1.359 -4.535 0.654 -0.04 0.03 0.01
O 2.770 -0.555 1.076 -0.16 -0.08 0.04
O -2.595 -2.854 1.201 -0.02 0.04 -0.03
O 0.397 -2.022 0.478 -0.01 -0.13 -0.04
N -8.440 2.167 -1.429 0.00 0.00 0.00
N 2.883 2.881 -2.254 -0.02 0.02 0.01
N 0.189 -3.340 5.865 0.10 -0.15 -0.02
N -1.593 -3.535 1.295 0.06 -0.08 -0.01
N 0.237 0.825 0.531 0.17 0.06 -0.06
N 2.395 0.992 -1.239 0.12 -0.12 0.02
N 0.045 -0.643 -1.845 0.02 0.09 -0.02
C 6.337 1.540 -2.304 0.00 -0.01 0.01
C 0.453 -2.283 1.758 -0.05 0.10 0.02
C 2.601 -0.948 2.319 -0.02 0.22 0.06
C -1.791 0.628 -0.871 -0.03 0.07 0.07
C -7.326 1.908 -1.328 -0.02 0.01 0.00
C -0.696 -3.460 3.578 0.06 0.02 -0.02
C -0.948 -1.383 -3.733 0.04 -0.01 0.00
C -1.535 2.043 1.211 0.04 0.01 -0.01
C -1.081 1.133 0.231 -0.12 -0.17 -0.02
C 4.078 2.185 -2.164 -0.01 -0.03 0.01
C 4.746 0.049 -1.230 0.06 -0.03 0.00
C 6.029 0.341 -1.639 -0.01 0.03 -0.02
C 0.601 1.521 1.612 -0.05 0.01 0.05
C 1.305 -2.176 4.012 0.02 0.01 -0.02
C -3.232 0.982 -0.984 -0.01 0.03 0.00
C -4.975 2.589 -1.393 -0.01 0.00 0.01
C 1.922 2.126 -1.685 -0.05 -0.03 -0.04
C -5.534 0.289 -0.906 0.02 0.01 0.00
C 5.372 2.486 -2.575 0.01 0.00 -0.01
C -4.188 -0.014 -0.801 -0.01 -0.03 0.02
C -5.928 1.590 -1.207 0.01 0.00 0.00
C 3.760 0.992 -1.514 0.05 0.08 0.01
C -0.476 2.297 2.062 -0.02 -0.02 -0.01
C 0.225 -1.361 -2.937 -0.01 -0.04 -0.07
C -1.259 -0.170 -1.868 0.05 -0.12 0.09
C 1.414 -1.811 2.673 0.02 -0.09 -0.01
C 0.278 -2.982 4.448 -0.09 0.02 0.04
C -0.575 -3.102 2.267 -0.04 0.05 0.03
C -3.632 2.283 -1.274 0.01 -0.01 -0.02
C -1.881 -0.640 -3.061 -0.03 0.05 0.02
H -2.893 -0.424 -3.363 -0.01 -0.01 0.00
H 1.165 -1.857 -3.135 0.01 0.01 0.01
H -1.061 -1.893 -4.675 0.00 0.00 0.00
H -2.531 2.449 1.264 0.00 0.01 0.00
H -6.282 -0.478 -0.755 0.00 0.00 0.00
H 2.051 -1.815 4.705 0.00 0.00 0.00
H -0.462 2.944 2.923 -0.01 0.01 0.00
H 7.360 1.728 -2.602 0.00 0.00 0.00
H -1.509 -4.075 3.935 0.00 0.00 0.01
H 6.824 -0.361 -1.430 0.00 0.00 0.00
H 4.521 -0.850 -0.675 -0.03 0.01 0.00
H -3.872 -1.021 -0.559 0.01 -0.01 0.01
H 1.593 1.438 2.026 0.02 -0.02 -0.01
H 2.743 3.793 -2.651 0.01 0.00 0.00
H -2.886 3.054 -1.418 0.00 0.00 0.00
H -5.293 3.596 -1.628 0.00 0.00 0.00
H 5.613 3.413 -3.079 -0.01 0.00 0.00
H 0.889 2.429 -1.616 0.00 -0.01 0.00
```
Positions in Å, forces in eV/Å.

***

Below is a structure of composition C30H19Cl2F10N5Pd in a non-equilibrium geometry, with properties calculated with wB97M-V/def2-TZVPD.

Properties
total charge: 0
2S+1: 1
energy: -94549.9360 eV
Kohn-Sham gap (alpha / beta): 5.9 / 5.9 eV
F_max: 1.6 eV Å⁻¹

```
67
Properties=species:S:1:pos:R:3:forces:R:3
Pd 0.030 -0.332 -0.437 -0.59 0.01 0.15
Cl -3.144 1.930 1.910 -0.01 -0.01 -0.04
Cl 0.985 2.031 -1.896 0.90 0.21 -1.32
F 1.801 1.644 1.424 0.08 -0.01 0.01
F -2.676 -1.796 -1.001 -0.03 0.01 -0.01
F -1.034 -2.425 -6.124 0.01 0.00 0.00
F 2.113 5.120 -1.495 0.07 0.05 0.06
F 0.776 -2.467 -4.195 0.05 -0.04 0.05
F -3.670 -1.978 -5.577 0.01 0.00 0.00
F 1.190 4.009 3.022 0.00 0.00 0.00
F 1.664 2.966 -4.355 0.24 -0.24 0.07
F 2.196 6.131 1.194 0.00 0.01 -0.06
F -4.447 -1.640 -2.990 0.00 0.00 0.02
N 2.285 -1.641 0.212 -0.04 0.04 0.06
N -0.372 2.407 1.133 0.09 -0.03 0.10
N -1.050 -0.870 1.255 -0.08 -0.15 -0.01
N 1.459 0.501 -1.419 -0.85 0.08 0.59
N -0.020 -2.231 -1.384 0.14 -0.08 -0.03
C -0.871 0.982 5.638 0.00 0.00 0.01
C -1.102 1.944 0.121 0.15 0.38 -0.41
C -1.401 -1.338 6.040 0.00 0.02 0.00
C -1.125 -0.754 2.392 -0.02 0.10 -0.08
C -0.860 -2.186 -2.472 0.11 -0.03 0.02
C -1.440 -2.282 -4.858 0.02 0.00 0.03
C -0.515 -2.331 -3.828 -0.05 0.05 0.05
C 1.178 2.672 -3.175 -0.89 0.14 0.54
C 2.732 -1.524 1.589 0.04 -0.03 -0.01
C -1.636 1.465 -2.332 -0.16 -0.11 0.20
C -0.878 0.762 4.271 0.04 0.09 -0.02
C 1.355 3.948 1.718 0.05 0.05 0.10
C -2.235 -1.957 -2.254 0.03 -0.02 -0.04
C -2.772 -2.047 -4.588 -0.05 0.01 -0.03
C 2.499 -0.345 -1.934 0.83 0.49 -0.31
C 3.194 -1.013 -0.730 -0.01 0.16 -0.03
C -1.408 -1.578 4.678 0.00 0.06 0.00
C -3.160 -1.875 -3.270 -0.01 0.00 -0.01
C -2.514 1.722 0.309 -0.21 -0.02 -0.01
C 1.144 -3.090 -1.431 -0.10 0.02 -0.03
C 1.807 4.363 -0.461 -0.02 -0.16 -0.41
C 1.407 3.095 -0.458 0.03 -0.99 0.16
C -3.385 1.450 -0.708 0.05 0.01 0.08
C -0.765 1.668 -1.263 0.68 0.12 0.64
C 1.906 -3.005 -0.120 -0.04 -0.02 0.00
C -1.147 -0.522 3.804 -0.06 -0.20 0.08
C -1.133 -0.061 6.517 0.00 -0.01 -0.01
C 0.981 2.695 0.947 -0.38 0.07 -0.17
C -2.969 1.343 -2.050 0.01 -0.02 -0.06
C 1.813 4.895 0.908 -0.01 0.07 0.21
H -0.686 1.558 3.560 0.00 -0.03 0.01
H -1.613 -2.565 4.286 0.00 0.00 0.01
H 3.696 -0.207 -0.193 0.08 -0.04 -0.02
H 3.675 -2.062 1.777 0.00 -0.01 0.00
H 0.815 -4.128 -1.569 0.04 -0.02 0.04
H -1.129 0.123 7.584 0.00 0.00 0.00
H 2.869 -0.475 1.845 0.01 0.00 0.00
H 1.850 -2.899 -2.244 -0.01 0.01 -0.10
H 2.086 -1.050 -2.651 0.03 -0.03 0.00
H 1.970 -1.940 2.249 0.00 0.01 0.00
H 3.965 -1.711 -1.093 -0.01 -0.03 -0.03
H -1.226 1.382 -3.334 -0.06 0.02 -0.03
H 1.274 -3.371 0.691 -0.02 -0.01 -0.02
H -3.691 1.145 -2.829 0.00 0.00 0.00
H -0.663 1.974 6.017 0.00 0.00 0.00
H 3.269 0.239 -2.456 -0.09 0.05 -0.03
H -1.604 -2.146 6.730 0.00 0.00 0.00
H 2.791 -3.659 -0.187 0.01 0.00 0.04
H -4.432 1.337 -0.458 -0.01 0.00 -0.03
```
Positions in Å, forces in eV/Å.